No. 1
The following is a quantum chemistry calculation of 12 unconnected molecules or ions with the total composition C47H71N8O7S3, from OMol25.

- HOMO-LUMO gap: 8.22 eV
- Total charge: -1
- LUMO energy: 2.1 eV

Element x y z (Å)
C: 0.052 -1.318 -1.104
C: 0.877 -0.259 -0.372
C: 0.068 1.033 -0.351
O: 1.252 -0.697 0.896
H: 0.535 -2.297 -1.151
H: -0.016 -1.045 -2.169
H: -0.975 -1.364 -0.733
H: 1.791 -0.071 -0.977
H: 0.721 1.820 0.033
H: -0.833 0.919 0.253
H: -0.320 1.314 -1.334
C: -1.994 0.651 -3.698
C: -1.761 0.062 -5.092
C: -3.130 -0.284 -5.655
S: -4.261 0.966 -4.982
O: -5.370 0.327 -4.337
O: -4.519 1.939 -6.014
C: -3.116 1.656 -3.771
H: -1.062 1.059 -3.306
H: -2.247 -0.182 -3.034
H: -1.160 -0.845 -5.021
H: -1.232 0.747 -5.759
H: -3.491 -1.255 -5.321
H: -3.304 -0.145 -6.720
H: -3.673 1.878 -2.863
H: -2.798 2.620 -4.173
C: -0.011 -4.550 -3.506
C: -0.602 -5.179 -2.219
C: -1.907 -4.490 -1.961
S: -2.687 -4.285 -3.573
O: -3.227 -2.951 -3.649
O: -3.535 -5.392 -3.932
C: -1.149 -4.379 -4.506
H: 0.806 -5.117 -3.942
H: 0.398 -3.584 -3.200
H: 0.042 -5.048 -1.347
H: -0.698 -6.256 -2.381
H: -1.770 -3.467 -1.606
H: -2.626 -4.959 -1.292
H: -1.144 -3.427 -5.041
H: -1.170 -5.180 -5.241
C: 0.468 4.512 2.461
C: 0.801 5.502 3.569
C: 1.163 6.813 2.889
S: 2.113 6.330 1.432
O: 3.517 6.490 1.716
O: 1.572 6.963 0.245
C: 1.635 4.604 1.484
H: -0.497 4.705 1.984
H: 0.421 3.463 2.763
H: 1.645 5.098 4.142
H: 0.050 5.679 4.341
H: 1.808 7.494 3.439
H: 0.268 7.323 2.531
H: 2.511 4.039 1.802
H: 1.399 4.249 0.480
N: -5.153 0.327 0.144
C: -6.302 0.950 0.564
C: -5.925 2.169 1.064
C: -4.524 2.294 0.892
C: -4.066 1.115 0.379
H: -5.129 -0.578 -0.291
H: -7.208 0.380 0.450
H: -6.553 2.904 1.541
H: -3.887 3.125 1.143
H: -3.062 0.799 0.156
N: 3.377 -2.426 0.477
C: 4.446 -2.694 1.283
C: 5.214 -3.650 0.666
C: 4.515 -4.062 -0.504
C: 3.380 -3.293 -0.571
H: 2.671 -1.687 0.632
H: 4.624 -2.104 2.167
H: 6.176 -4.018 0.983
H: 4.757 -4.882 -1.159
H: 2.515 -3.387 -1.210
N: 0.121 -3.505 1.245
C: 0.740 -4.701 1.481
C: -0.236 -5.656 1.604
C: -1.498 -5.007 1.492
C: -1.231 -3.668 1.343
H: 0.546 -2.584 1.143
H: 1.812 -4.808 1.487
H: -0.076 -6.715 1.729
H: -2.459 -5.494 1.513
H: -1.880 -2.823 1.171
N: -0.502 0.385 3.393
C: -1.354 1.410 3.079
C: -1.958 1.839 4.226
C: -1.390 1.090 5.295
C: -0.479 0.225 4.746
H: 0.113 -0.102 2.749
H: -1.385 1.818 2.083
H: -2.594 2.703 4.327
H: -1.652 1.107 6.340
H: 0.146 -0.515 5.220
N: 2.574 -1.480 -3.409
C: 2.806 -2.697 -3.994
C: 2.429 -2.610 -5.302
C: 1.969 -1.274 -5.514
C: 2.131 -0.585 -4.340
H: 2.961 -1.276 -2.501
H: 3.269 -3.441 -3.368
H: 2.517 -3.311 -6.116
H: 1.566 -0.864 -6.426
H: 2.051 0.464 -4.114
N: 2.657 1.330 2.458
C: 3.902 1.673 2.004
C: 4.474 2.529 2.911
C: 3.535 2.704 3.968
C: 2.421 1.969 3.642
H: 2.038 0.645 2.000
H: 4.276 1.224 1.099
H: 5.448 2.988 2.865
H: 3.696 3.234 4.893
H: 1.461 1.932 4.131
N: 2.070 -1.783 3.736
C: 1.403 -2.817 4.356
C: 1.947 -2.951 5.611
C: 3.034 -2.025 5.724
C: 3.042 -1.298 4.564
H: 1.966 -1.424 2.796
H: 0.506 -3.182 3.883
H: 1.566 -3.563 6.412
H: 3.734 -1.985 6.541
H: 3.664 -0.492 4.206
N: -0.613 5.651 -0.838
C: -0.682 4.382 -1.338
C: -1.983 3.944 -1.208
C: -2.699 4.967 -0.535
C: -1.833 6.018 -0.335
H: 0.252 6.153 -0.673
H: 0.200 3.898 -1.722
H: -2.325 2.960 -1.476
H: -3.720 4.853 -0.212
H: -1.982 7.024 0.021

Atomic partial charges in e from the Mulliken method, atoms 1 to 2:
1. C 0.291
2. C -0.139

=====

No. 2
The following is a quantum chemistry calculation of 11 unconnected molecules or ions with the total composition C47H80Br20IN4O2SSi, from OMol25.

- HOMO-LUMO gap: 5.65 eV
- Total charge: +1
- LUMO energy: -3.7 eV

Element x y z (Å)
C: 2.384 5.065 2.427
C: 2.139 3.846 1.801
C: 2.446 3.669 0.317
C: 2.342 2.216 -0.164
O: 2.885 1.436 0.903
C: 3.274 1.739 -1.378
I: 3.647 3.130 -2.987
C: 4.660 1.424 -0.786
C: 5.532 2.458 -0.449
C: 6.753 2.135 0.124
C: 7.052 0.795 0.325
N: 6.263 -0.220 -0.010
C: 5.097 0.129 -0.547
C: 2.463 0.532 -1.785
C: 2.939 -0.571 -2.680
C: 2.380 -0.265 -4.086
N: 3.047 -0.302 -5.150
N: 1.260 0.470 -1.319
C: 0.301 -0.612 -1.511
C: 0.669 -1.726 -0.466
O: 1.405 -1.141 0.604
Si: 2.299 -2.259 1.516
C: 1.199 -3.328 2.604
C: 3.350 -1.222 2.684
C: 3.489 -3.301 0.511
C: 0.959 1.686 -0.539
S: 0.222 2.727 -1.912
C: -0.119 1.630 0.554
C: -0.812 2.976 0.908
C: -2.253 3.134 0.357
C: -2.491 4.388 -0.510
N: -1.909 5.589 0.032
C: -2.391 6.341 1.073
C: -1.590 7.424 1.304
C: -0.525 7.361 0.339
C: -0.792 6.241 -0.409
H: 1.675 5.878 2.253
H: 3.220 5.125 3.122
H: 1.685 3.054 2.395
H: 1.748 4.339 -0.208
H: 3.436 4.082 0.179
H: 2.195 0.948 1.366
H: 5.292 3.498 -0.619
H: 7.434 2.920 0.418
H: 8.002 0.549 0.790
H: 4.425 -0.684 -0.797
H: 4.022 -0.576 -2.771
H: 2.627 -1.551 -2.318
H: 1.337 0.047 -4.165
H: 4.012 -0.582 -4.960
H: 0.310 -0.988 -2.529
H: -0.713 -0.290 -1.298
H: -0.234 -2.162 -0.032
H: 1.268 -2.532 -0.906
H: 0.310 -2.739 2.843
H: 0.946 -4.268 2.111
H: 1.745 -3.549 3.519
H: 4.224 -0.831 2.155
H: 2.790 -0.389 3.115
H: 3.751 -1.870 3.463
H: 4.007 -2.749 -0.278
H: 4.274 -3.624 1.202
H: 3.060 -4.219 0.102
H: 0.163 3.987 -1.463
H: -0.918 0.933 0.304
H: 0.310 1.248 1.486
H: -0.901 2.978 1.996
H: -0.213 3.851 0.666
H: -2.548 2.267 -0.239
H: -2.942 3.203 1.200
H: -3.573 4.547 -0.544
H: -2.190 4.240 -1.546
H: -3.294 6.065 1.595
H: -1.719 8.181 2.058
H: 0.300 8.033 0.183
H: -0.150 5.968 -1.239
Br: 1.319 -5.693 5.759
C: 3.132 -6.350 6.032
C: 4.139 -5.235 5.986
Br: 4.487 -4.649 4.158
H: 3.308 -7.112 5.280
H: 3.121 -6.811 7.017
H: 5.100 -5.576 6.363
H: 3.824 -4.357 6.541
Br: -6.688 7.985 -0.566
C: -5.651 9.603 -0.880
C: -4.571 9.375 -1.902
Br: -3.075 8.386 -1.138
H: -5.263 9.919 0.083
H: -6.371 10.337 -1.238
H: -4.154 10.323 -2.233
H: -4.918 8.813 -2.763
Br: -9.405 11.046 -1.599
C: -10.864 10.296 -0.554
C: -10.607 8.855 -0.204
Br: -10.906 7.681 -1.725
H: -11.770 10.438 -1.134
H: -10.913 10.903 0.347
H: -11.306 8.519 0.559
H: -9.590 8.679 0.132
Br: 0.742 -6.342 -1.361
C: -1.049 -5.764 -0.874
C: -1.899 -5.501 -2.087
Br: -1.422 -3.810 -2.930
H: -0.932 -4.892 -0.239
H: -1.466 -6.583 -0.290
H: -2.944 -5.398 -1.804
H: -1.809 -6.266 -2.850
Br: 3.968 8.312 5.024
C: 2.302 8.416 6.023
C: 1.350 7.323 5.621
Br: 0.510 7.699 3.906
H: 1.897 9.410 5.860
H: 2.586 8.309 7.068
H: 0.529 7.250 6.331
H: 1.833 6.355 5.527
Br: 5.580 -8.903 8.260
C: 4.783 -8.447 9.977
C: 3.441 -9.102 10.158
Br: 2.070 -8.203 9.111
H: 4.731 -7.364 10.019
H: 5.487 -8.804 10.725
H: 3.115 -9.022 11.192
H: 3.431 -10.145 9.858
Br: -2.635 -9.568 -2.222
C: -4.405 -8.913 -1.739
C: -5.246 -8.632 -2.956
Br: -4.729 -6.971 -3.827
H: -4.259 -8.038 -1.114
H: -4.852 -9.708 -1.147
H: -6.288 -8.492 -2.677
H: -5.176 -9.412 -3.708
Br: 1.254 -10.823 -2.960
C: 2.408 -9.386 -2.348
C: 3.865 -9.752 -2.452
Br: 4.401 -10.964 -1.028
H: 2.101 -9.150 -1.334
H: 2.178 -8.545 -2.999
H: 4.488 -8.869 -2.326
H: 4.111 -10.238 -3.390
Br: -3.395 4.296 -4.885
C: -2.055 4.325 -6.296
C: -0.752 3.741 -5.822
Br: 0.207 4.988 -4.677
H: -1.961 5.355 -6.624
H: -2.470 3.725 -7.103
H: -0.086 3.551 -6.661
H: -0.883 2.826 -5.252
Br: -6.845 -8.093 -6.943
C: -5.782 -6.565 -7.505
C: -4.710 -6.963 -8.483
Br: -3.220 -7.846 -7.595
H: -5.384 -6.112 -6.603
H: -6.489 -5.882 -7.971
H: -4.281 -6.082 -8.956
H: -5.069 -7.645 -9.248

Atomic partial charges in e from the Mulliken method, atoms 1 to 2:
1. C -1.142
2. C -0.094

=====

Computed values of F_max (unit: eV/A) for the preceding records, in sequence: 1.33; 2.58.